Record 1
The following is a DFT calculation (ωB97M-V/def2-TZVPD) of 10 unconnected molecules or ions with the total composition C48H73Cl2FIN19O12 in a non-equilibrium geometry.

## Properties
* structure (SMILES): C=Cc1c(CCCCn2cccc2)c(CC(=O)Cl)cc2c1C(=O)c1c(c(CCCI)c(Cl)c(Cc3ccccc3C)c1[C@H](C)F)C2=O.NC(N)=O.NC(N)=O.NC(N)=O.NC(N)=O.NC(N)=O.NC(N)=O.NC(N)=O.NC(N)=O.NC(N)=O
* electronic energy: -139715.041 eV
* E_HOMO: -0.29979 Eh
* largest force on an atom: 2.14 eV/A
* frontier orbital gap: 7.6 eV
* LUMO: -0.606 eV

```
156
Properties=species:S:1:pos:R:3:forces:R:3:lowdin_charge:R:1
C -0.0445 -2.5930 3.5407 -0.05 -0.31 0.14 0.022
C 0.8833 -3.1038 2.7547 -0.05 -0.37 -0.18 -0.118
C 1.1688 -2.6651 1.3743 -0.22 -0.28 -0.37 -0.084
C 0.8066 -3.4154 0.2466 -0.14 -0.46 0.37 -0.090
C 0.0269 -4.6936 0.4346 -0.60 0.65 0.19 -0.099
C -1.3574 -4.4659 1.1030 0.38 -0.21 -0.54 -0.154
C -2.5357 -4.5550 0.1184 -0.25 0.08 1.02 -0.147
C -3.3960 -5.8038 0.3488 -0.20 0.89 -0.55 -0.128
N -4.7782 -5.5697 -0.0615 1.95 -0.87 -0.15 -0.143
C -5.7677 -5.1199 0.7361 -0.49 0.11 0.03 -0.098
C -6.8994 -5.0531 -0.0242 -0.50 0.36 0.66 -0.099
C -6.5629 -5.4712 -1.3054 -0.33 -0.10 -1.34 -0.118
C -5.2314 -5.7796 -1.3294 -0.73 0.20 0.41 -0.120
C 1.1461 -2.9679 -1.0212 -0.06 -0.14 -0.67 -0.173
C 0.7558 -3.7107 -2.2736 -0.27 0.03 0.57 -0.138
C 1.5259 -4.9778 -2.5294 -0.08 0.72 0.00 -0.795
O 1.0279 -5.9867 -2.8675 -0.13 -0.96 -0.28 0.079
Cl 3.2775 -4.8419 -2.3060 0.19 0.01 0.01 0.695
C 1.8455 -1.7967 -1.1930 0.16 0.02 -0.28 0.048
C 2.1743 -1.0566 -0.0956 0.05 0.39 0.09 -0.093
C 1.8397 -1.4690 1.1700 -0.27 -0.09 0.90 -0.017
C 2.2249 -0.5612 2.3011 -0.27 0.04 -0.25 -0.253
O 2.7079 -0.9635 3.3221 0.35 -0.08 0.36 0.154
C 1.9812 0.8919 1.9982 0.17 -0.61 -0.15 -0.005
C 2.3335 1.2852 0.7155 0.19 0.52 -0.41 -0.012
C 2.1039 2.6001 0.2894 0.15 -0.02 0.64 -0.206
C 2.4142 3.0108 -1.1167 -0.96 -0.21 -0.46 -0.207
C 1.2139 2.6089 -1.9981 0.70 0.12 -0.40 -0.277
C 1.6419 2.1932 -3.3955 -0.80 -0.29 0.01 -0.628
I 1.7331 3.8395 -4.7571 0.38 -0.04 0.10 0.845
C 1.5124 3.4713 1.2157 0.08 -0.31 -0.43 -0.494
Cl 1.1928 5.0891 0.6617 -0.12 -0.01 0.16 0.811
C 1.1668 3.0860 2.5176 -0.23 0.85 -0.19 -0.153
C 0.4813 4.0666 3.4700 0.12 -0.61 0.27 -0.087
C 1.0949 4.1866 4.8524 -0.65 -0.10 -0.25 -0.213
C 0.2813 4.0931 5.9663 -0.49 -0.06 -0.01 -0.062
C 0.7786 4.2082 7.2434 -0.35 -0.09 -0.18 -0.078
C 2.1356 4.3950 7.4204 -0.49 0.10 0.57 -0.085
C 2.9362 4.5034 6.3113 0.75 0.12 0.72 -0.051
C 2.4347 4.4184 5.0343 0.22 0.13 -0.89 -0.236
C 3.3214 4.6134 3.8502 0.46 0.41 0.71 -0.020
C 1.4076 1.7731 2.8990 -0.29 -0.05 0.30 -0.041
C 0.9604 1.3123 4.2672 0.50 0.10 0.02 -0.266
C 2.1075 1.1812 5.2607 0.09 0.31 -0.16 0.014
F 0.3002 0.0893 4.1358 -0.35 -0.29 -0.04 -0.021
C 2.8815 0.2218 -0.2074 0.39 0.30 -0.30 -0.256
O 3.8132 0.3358 -0.9827 -0.37 0.53 0.26 0.117
H -0.9062 -2.0622 3.1713 0.21 0.68 -0.07 0.053
H 0.0350 -2.7541 4.6021 -0.46 -0.45 0.22 0.078
H 1.4828 -3.9251 3.1209 0.64 0.27 0.30 0.123
H -0.2044 -5.1052 -0.5341 0.31 -0.53 -0.20 0.082
H 0.6081 -5.4113 1.0047 0.19 -0.12 0.03 0.127
H -1.4494 -5.1888 1.9053 -0.28 -0.19 0.16 0.111
H -1.4028 -3.5045 1.5811 0.10 0.31 0.12 0.081
H -3.1881 -3.7124 0.3204 -0.14 0.23 -0.08 0.116
H -2.2160 -4.4602 -0.9149 0.03 -0.12 -0.21 0.101
H -3.4227 -6.0393 1.4027 0.16 -0.20 0.25 0.118
H -2.9809 -6.6226 -0.2275 -0.11 -0.44 0.11 0.123
H -5.6397 -4.8636 1.7669 0.33 -0.03 0.25 0.119
H -7.8544 -4.7321 0.3376 -0.27 0.01 -0.01 0.095
H -7.2111 -5.5449 -2.1576 -0.21 -0.02 -0.09 0.093
H -4.6389 -6.1358 -2.1435 0.44 -0.14 -0.04 0.111
H 0.8058 -3.0448 -3.1288 0.43 0.15 -0.19 0.109
H -0.2797 -4.0194 -2.2051 -0.27 -0.13 -0.06 0.104
H 2.1044 -1.4508 -2.1785 0.09 0.09 -0.22 0.137
H 2.6418 4.0632 -1.1896 -0.13 0.22 -0.09 0.082
H 3.2624 2.4722 -1.4992 0.43 -0.20 0.13 0.091
H 0.7393 1.7361 -1.5557 -0.24 -0.09 0.08 0.117
H 0.4898 3.4103 -2.0883 -0.29 0.04 0.31 0.090
H 0.8737 1.5511 -3.8068 -0.12 -0.08 -0.29 0.023
H 2.5624 1.6252 -3.4051 0.36 0.21 -0.11 0.047
H -0.5382 3.7039 3.5868 -0.25 0.05 0.04 0.128
H 0.3980 5.0630 3.0684 0.10 0.18 -0.49 0.090
H -0.7736 3.9126 5.8243 -0.25 0.01 -0.01 0.115
H 0.0849 4.1465 8.0623 0.02 -0.02 0.37 0.103
H 2.5052 4.4905 8.4288 0.41 -0.03 0.09 0.090
H 3.9915 4.6646 6.4733 0.25 0.04 -0.17 0.122
H 3.9040 5.5101 4.0260 0.29 0.16 -0.13 0.090
H 4.0261 3.7926 3.7751 0.15 -0.24 -0.36 0.100
H 2.7930 4.7804 2.9298 0.05 -0.03 -0.21 0.034
H 0.2187 2.0003 4.6422 -0.21 -0.02 0.06 0.116
H 2.3053 0.1427 5.4803 -0.14 -0.23 0.15 0.083
H 1.9276 1.7729 6.1482 -0.18 -0.10 0.34 0.071
H 3.0116 1.5759 4.8204 0.33 0.05 -0.13 0.087
N -6.2000 -9.0872 -0.6819 0.00 0.01 0.12 0.157
C -7.5357 -9.3663 -0.5696 0.09 -0.06 -0.05 -0.683
N -7.9226 -10.5660 -1.1144 -0.01 0.01 -0.01 0.139
O -8.3239 -8.6155 -0.0303 -0.03 0.00 0.02 0.029
H -5.5436 -9.7007 -1.1240 -0.02 -0.03 -0.02 0.089
H -5.8746 -8.2157 -0.3023 -0.08 0.08 -0.08 0.080
H -8.8938 -10.8038 -1.0506 -0.02 0.01 0.01 0.098
H -7.2926 -11.2017 -1.5634 0.02 0.01 0.00 0.085
N 6.4569 5.5868 0.3000 0.05 0.06 -0.01 0.153
C 5.1922 5.2177 0.6647 0.07 0.00 -0.03 -0.666
N 4.7745 4.0262 0.1714 0.47 -0.32 -0.22 0.180
O 4.4759 5.9005 1.3781 0.10 0.27 0.09 0.010
H 7.0410 5.0222 -0.2902 -0.03 0.04 0.08 0.095
H 6.7982 6.4633 0.6439 0.02 0.02 0.00 0.099
H 3.8493 3.7316 0.4204 0.35 0.04 0.14 0.044
H 5.3407 3.4422 -0.4294 -0.19 0.10 0.25 0.119
N 8.4570 -1.4766 -1.7019 0.22 -0.23 -0.19 0.144
C 7.5454 -0.7474 -0.9978 0.03 0.47 0.11 -0.689
N 6.4477 -1.4353 -0.5805 -0.04 -0.10 0.15 0.162
O 7.7224 0.4397 -0.7661 -0.15 -0.14 0.02 0.011
H 8.3450 -2.4499 -1.9094 -0.01 -0.02 0.00 0.089
H 9.2775 -0.9993 -2.0242 -0.03 0.01 0.02 0.101
H 5.7442 -0.9410 -0.0636 0.00 0.08 -0.14 0.085
H 6.3119 -2.4085 -0.7738 -0.03 -0.01 -0.01 0.092
N 3.8026 7.3758 8.9880 -0.01 -0.06 -0.05 0.158
C 4.0774 6.7486 10.1711 0.01 0.07 -0.01 -0.680
N 4.4513 7.5735 11.1978 -0.01 -0.02 0.01 0.145
O 3.9963 5.5402 10.3038 -0.03 -0.02 -0.01 0.020
H 3.8636 8.3666 8.8548 0.01 0.01 0.03 0.093
H 3.5262 6.7958 8.2163 -0.03 0.02 -0.01 0.081
H 4.6597 7.1423 12.0780 0.00 -0.02 0.00 0.101
H 4.5252 8.5685 11.1117 0.00 0.01 -0.03 0.090
N -1.1759 3.6170 -6.9889 -0.08 -0.17 0.08 0.158
C -2.3297 2.9491 -7.2291 -0.06 0.48 -0.15 -0.670
N -3.0414 3.3754 -8.3097 -0.07 -0.34 -0.02 0.175
O -2.7072 2.0183 -6.5202 -0.18 -0.20 0.13 -0.011
H -0.8415 4.3778 -7.5531 0.06 -0.06 -0.06 0.101
H -0.6309 3.3197 -6.1987 0.11 0.07 -0.01 -0.006
H -3.9064 2.9040 -8.5120 -0.09 0.09 0.07 0.104
H -2.7492 4.1334 -8.8971 0.03 0.04 0.05 0.103
N -7.8904 1.1034 -6.0651 -0.01 0.03 -0.06 0.142
C -6.7138 1.7313 -6.3823 0.03 -0.10 0.09 -0.686
N -5.6255 1.3412 -5.6603 0.06 0.08 -0.08 0.158
O -6.6471 2.5803 -7.2568 0.01 -0.01 -0.08 0.013
H -7.9712 0.4049 -5.3520 0.03 0.01 0.03 0.088
H -8.7060 1.3710 -6.5818 0.00 0.02 -0.01 0.098
H -4.7487 1.7897 -5.8790 0.16 -0.09 -0.02 0.062
H -5.6536 0.6428 -4.9426 -0.07 0.03 0.04 0.090
N -1.5874 -2.8342 -4.7070 0.05 0.03 0.03 0.156
C -1.4719 -1.4685 -4.7963 -0.30 -0.03 -0.12 -0.668
N -2.5274 -0.8420 -5.3875 0.15 0.11 0.20 0.168
O -0.4894 -0.8770 -4.3737 0.10 -0.05 0.08 0.015
H -2.3796 -3.3462 -5.0439 -0.02 0.01 -0.02 0.094
H -0.8311 -3.3336 -4.2814 -0.08 -0.03 -0.09 0.063
H -2.5004 0.1612 -5.4865 0.08 0.09 -0.18 0.063
H -3.3296 -1.3339 -5.7311 0.02 -0.05 -0.03 0.093
N -4.4520 -2.0792 5.5205 -0.02 -0.04 -0.04 0.148
C -3.5244 -1.6688 4.6019 0.05 0.02 0.06 -0.680
N -2.5148 -0.8927 5.0933 -0.05 0.05 -0.10 0.161
O -3.5913 -1.9802 3.4231 0.03 -0.05 0.01 0.013
H -4.4155 -1.8370 6.4916 0.02 0.02 0.00 0.090
H -5.2044 -2.6516 5.1879 -0.01 0.00 -0.02 0.100
H -1.8194 -0.5802 4.4400 0.09 0.07 0.08 0.066
H -2.4278 -0.6281 6.0555 -0.03 -0.03 0.02 0.098
N 2.3038 1.8659 -10.3861 0.04 0.10 -0.04 0.146
C 1.2566 2.5083 -9.7824 0.02 -0.14 0.06 -0.681
N 0.2505 1.6913 -9.3524 -0.03 0.08 -0.10 0.163
O 1.2316 3.7199 -9.6369 -0.10 -0.01 0.01 0.011
H 2.3456 0.8738 -10.5145 -0.02 -0.01 0.02 0.090
H 3.0634 2.4334 -10.7106 0.01 0.02 0.01 0.101
H -0.5317 2.1278 -8.9026 0.00 -0.02 0.09 0.064
H 0.2586 0.6955 -9.4583 0.04 -0.01 0.01 0.095
```
Forces are in eV/Å.



Record 2
The following is a DFT calculation (ωB97M-V/def2-TZVPD) of a gas-phase ion, Cl2FH2P2 (charge +1) in a non-equilibrium geometry.

## Properties
* energy relative to the best compared isomer or geometry (same formula, charge and spin): 17.15 kcal per mole
* electronic energy: -46365.222 eV
* charge: +1
* E_HOMO: -0.59826 Eh
* largest force on an atom: 3.43 eV/A
* frontier orbital gap: 9.2 eV
* LUMO: -7.104 eV

```
7
Properties=species:S:1:pos:R:3:forces:R:3:nbo_charge:R:1
F 0.5543 1.1252 -2.1548 0.07 -0.56 0.72 -0.536
P 0.6315 -0.4758 0.4009 0.47 1.28 0.41 0.340
P 1.7279 0.8709 -1.1500 0.49 -0.80 -3.30 1.318
Cl 2.4397 2.7306 -1.2341 0.19 -1.16 0.83 -0.046
Cl 2.8910 -0.4537 -2.4868 -1.30 1.99 2.20 -0.157
H 1.5731 -0.4011 1.5047 -0.24 0.05 -0.76 0.059
H 1.3501 -1.4079 -0.3252 0.32 -0.81 -0.11 0.023
```
Forces are in eV/Å.



Record 3
The following is a DFT calculation (ωB97M-V/def2-TZVPD) of 2 unconnected molecules or ions with the total composition C2FNS in a non-equilibrium geometry.

## Properties
* electronic energy: -17109.795 eV
* E_HOMO (alpha / beta): -0.37545 / -0.35593 Eh
* spin multiplicity: 3
* largest force on an atom: 3.23 eV/A
* frontier orbital gap (alpha / beta): 8.1 / 7.1 eV
* LUMO (alpha / beta): -2.115 / -2.628 eV

```
5
Properties=species:S:1:pos:R:3:forces:R:3:nbo_charge:R:1
C -0.8233 -0.5328 -0.0456 -1.24 -1.58 -1.33 0.010
C -0.3221 0.6483 0.3993 1.91 1.85 1.83 0.414
N -1.1502 -1.6450 -0.1505 0.10 0.36 0.00 -0.154
F -0.4540 1.7919 -0.1894 -0.51 -0.74 -0.55 -0.260
S 2.7496 -0.2624 -0.0139 -0.27 0.10 0.05 -0.009
```
Forces are in eV/Å.



Record 4
The following is a DFT calculation (ωB97M-V/def2-TZVPD) of a single CH7N2O2P molecule in a non-equilibrium geometry.

## Properties
* energy relative to the best compared isomer or geometry (same formula, charge and spin): 10.17 kcal per mole
* structure (SMILES): NC[P@@](N)(=O)O
* electronic energy: -17515.706 eV
* E_HOMO: -0.34763 Eh
* largest force on an atom: 4.98 eV/A
* frontier orbital gap: 9.7 eV
* LUMO: 0.277 eV

```
13
Properties=species:S:1:pos:R:3:forces:R:3:nbo_charge:R:1
N -1.8765 0.3707 -0.4323 -0.77 -2.84 -1.70 -0.804
C -0.6195 0.9847 -0.5055 1.09 2.00 2.93 -0.571
P 0.9533 0.0326 -0.1084 1.03 0.85 0.17 2.191
N 0.8600 -1.5933 0.2723 1.89 2.35 -2.48 -1.168
O 1.9602 0.0901 -1.1782 -0.40 0.58 -0.23 -1.091
O 1.4189 0.8201 1.2372 -0.18 -0.82 0.10 -0.985
H -2.0980 0.2745 0.5256 -0.68 -0.41 1.04 0.349
H -1.8126 -0.6138 -0.8549 -0.45 1.87 0.88 0.351
H -0.3746 1.3195 -1.4375 0.33 0.67 -2.99 0.222
H -0.7263 2.0260 0.0664 0.79 -2.35 -0.68 0.227
H 0.9119 -2.1663 -0.5446 0.28 -0.23 -0.43 0.411
H 0.2805 -1.9451 0.9032 -3.11 -1.79 3.45 0.372
H 1.1229 0.4002 2.0564 0.19 0.13 -0.05 0.495
```
Forces are in eV/Å.